ORCA calculation (ωB97M-V with the def2-TZVPD basis set) on a 11-piece molecular cluster, C43H55B2Cl8N6O17 overall.

Structure (XYZ):
```
131
Properties=species:S:1:pos:R:3:forces:R:3
C 0.3581 -5.1722 1.2988 0.42 -0.61 -0.57
C -0.5620 -4.0831 0.8412 -1.06 1.43 -0.02
C -0.0599 -2.6177 0.7981 -0.73 0.84 0.82
C -1.2025 -1.5680 0.5398 1.32 -0.41 0.15
N -0.7436 -0.1056 0.7242 1.26 0.63 0.61
C -0.6433 0.3060 2.2187 0.11 -0.68 -0.01
C -2.0335 0.7421 2.6993 -0.45 1.26 -0.41
C -2.8766 0.9957 1.3943 0.80 -1.59 -0.08
C -1.8496 0.8084 0.2375 0.66 0.64 -0.08
C 0.6992 0.2873 0.0177 -0.92 -1.30 -0.86
C 2.0000 -0.0164 0.7416 0.56 -0.24 0.63
C 3.1939 0.0216 -0.2574 0.00 0.42 0.12
H 0.2673 -5.4530 2.3481 0.17 0.41 0.03
H 1.3917 -4.9632 1.0231 0.08 -0.23 0.14
H 0.0015 -6.0279 0.7255 0.52 -0.41 0.17
H -1.4009 -4.1161 1.5363 -0.33 0.29 -0.03
H -0.9934 -4.3614 -0.1204 0.11 0.19 -0.21
H 0.8090 -2.4010 0.1767 -0.22 -0.47 -0.42
H 0.2717 -2.3399 1.7986 0.26 -0.34 0.27
H -1.9924 -1.7378 1.2714 -0.05 0.15 0.03
H -1.6407 -1.6661 -0.4534 0.17 0.19 -0.06
H 0.0831 1.1160 2.2846 -0.26 0.12 -0.26
H -0.1984 -0.5137 2.7829 -0.18 -0.10 -0.09
H -1.9600 1.6519 3.2950 0.37 0.24 -0.29
H -2.5911 0.1141 3.3941 0.40 -0.71 -0.38
H -3.4502 1.9198 1.3228 0.40 0.02 0.09
H -3.5778 0.1612 1.4045 -0.29 0.16 -0.50
H -1.3090 1.7315 0.0281 -0.40 0.29 0.14
H -2.1519 0.4224 -0.7360 -0.55 0.03 0.24
H 0.6756 1.2936 -0.4003 -0.48 0.38 0.91
H 0.7596 -0.2693 -0.9175 -0.57 -0.58 0.06
H 1.9922 -0.9717 1.2663 -0.20 -0.24 -0.37
H 2.1867 0.6595 1.5762 0.03 0.48 -0.28
H 3.2949 -0.8072 -0.9581 -0.60 -0.25 0.12
H 4.1585 0.0463 0.2496 -0.19 0.10 0.33
H 3.1651 0.9249 -0.8669 -0.08 0.12 0.02
O -1.1657 12.0529 -1.7446 0.09 -1.86 -0.01
C -1.1300 10.8407 -1.6308 -0.80 2.36 -1.27
O -0.7329 10.1932 -0.5588 -0.06 -0.74 -0.04
B -1.0514 8.7933 -0.7931 1.35 -1.09 1.38
O -1.2978 8.6508 -2.2321 0.72 -4.63 1.61
C -1.5796 9.7400 -2.7357 -0.60 5.72 -2.57
O -2.0132 10.0050 -3.8486 0.53 -0.57 1.66
O -2.2265 8.3548 -0.0419 -0.05 -0.77 0.69
C -1.9111 7.3134 0.7140 -2.20 -2.31 2.05
O -2.6835 6.6597 1.4388 1.68 1.89 -1.89
C -0.4091 6.9443 0.5525 -0.38 0.60 -0.09
O 0.0551 7.8616 -0.2518 0.10 1.05 -1.38
O 0.2031 6.0424 1.0607 -0.49 0.19 -0.13
O 7.1418 4.5257 1.9712 3.27 -2.49 -2.24
C 7.9815 3.9166 1.2465 -3.48 2.56 1.98
O 8.4501 4.3827 0.1038 -0.66 -0.72 0.94
B 9.2249 3.2960 -0.5078 0.33 1.68 -0.96
O 9.3887 2.2563 0.4895 1.20 -0.41 -1.80
C 8.5352 2.4721 1.4088 -2.36 -0.96 2.76
O 8.1410 1.6335 2.1971 0.36 1.06 -0.32
O 10.4631 3.9057 -0.8998 1.69 0.05 -0.93
C 10.7278 3.6455 -2.1825 1.88 -0.31 0.62
O 11.8201 3.6785 -2.7085 -1.30 0.53 0.38
C 9.4873 3.0000 -2.7671 0.06 -1.09 -0.11
O 8.6226 2.8501 -1.7724 -0.47 -0.45 -0.42
O 9.4392 2.5092 -3.8623 -0.58 0.43 0.05
N -2.7447 -3.5254 6.0240 -0.24 -1.36 0.05
C -1.7842 -2.7060 6.5129 -0.73 2.73 -0.24
C -0.5612 -3.2330 6.3137 1.43 -0.79 0.94
C -0.7422 -4.5579 5.8749 -1.83 0.05 -0.60
C -2.1272 -4.6858 5.6906 2.17 -1.62 -0.65
H -3.7480 -3.4149 5.9871 0.36 0.33 0.25
H -2.0315 -1.7022 6.8253 -0.06 -0.09 0.10
H 0.3935 -2.8283 6.6157 -0.19 0.30 -0.03
H -0.0025 -5.3219 5.6865 -0.09 0.11 -0.01
H -2.5323 -5.6042 5.2920 -0.83 0.39 0.11
N -8.2612 -1.3716 -1.0151 -1.18 -0.66 0.66
C -8.3728 -1.8284 0.2814 0.52 1.16 -1.48
C -7.3059 -2.6957 0.4469 -2.14 0.81 3.42
C -6.6025 -2.7889 -0.7192 1.23 -0.86 -1.82
C -7.2774 -2.0505 -1.6446 -0.27 1.57 -1.28
H -8.9781 -0.8007 -1.4395 0.35 -0.15 -0.16
H -9.1155 -1.2703 0.8322 0.19 -0.72 0.80
H -7.1965 -3.0807 1.4500 0.74 -0.48 -0.24
H -5.6911 -3.3271 -0.9341 -0.19 -0.20 0.15
H -7.2328 -1.8247 -2.6998 0.81 -0.45 -0.01
N 9.6870 -4.3063 -0.6808 0.67 -1.39 -1.19
C 8.8890 -5.3053 -0.2039 -1.64 2.20 3.03
C 8.0458 -4.6405 0.7311 0.34 -0.48 -1.12
C 8.2585 -3.2165 0.6074 0.66 -1.11 0.89
C 9.3462 -3.0701 -0.1947 0.13 -0.14 -1.03
H 10.3643 -4.6164 -1.3629 0.21 1.11 0.02
H 9.0013 -6.3712 -0.3366 0.32 0.27 -0.31
H 7.4694 -5.1603 1.4820 -0.41 0.14 -0.27
H 7.8736 -2.3673 1.1524 -0.34 -0.34 0.14
H 9.8530 -2.1600 -0.4796 0.05 -0.23 -0.15
N 5.1151 1.8530 -6.0788 0.85 0.01 -1.05
C 4.6831 0.7639 -5.4173 1.19 -1.72 1.82
C 3.3294 0.7962 -5.2255 0.12 0.34 -1.33
C 2.9352 1.9060 -5.9974 -0.67 0.82 -0.59
C 4.0541 2.5280 -6.5358 -2.45 0.66 0.40
H 6.0537 2.0714 -6.3812 -0.05 -0.38 0.40
H 5.3933 0.0167 -5.0950 0.05 0.16 0.15
H 2.6281 0.0867 -4.8119 0.46 -0.12 0.20
H 1.9019 2.1620 -6.1793 0.09 0.35 -0.02
H 4.0678 3.4362 -7.1200 0.38 -0.15 0.07
N -8.1857 -1.8032 7.1665 0.54 1.85 -2.04
C -7.7404 -0.7207 7.9000 -0.08 -0.56 1.31
C -7.4044 0.3289 7.0685 -0.06 0.20 2.34
C -7.6830 -0.0669 5.8129 -0.84 -2.04 -3.05
C -8.1435 -1.3928 5.8204 0.17 0.59 0.63
H -8.6866 -2.6249 7.4729 0.39 0.29 0.22
H -7.6955 -0.8465 8.9717 0.04 0.31 -0.03
H -7.0635 1.3438 7.2101 0.09 -0.26 0.91
H -7.5581 0.6260 4.9939 -0.06 -0.53 -0.43
H -8.3776 -2.0745 5.0161 -0.16 0.14 0.12
C -1.2069 -8.7508 -5.1596 0.35 -0.23 -0.78
Cl -1.4725 -6.9956 -5.5484 -0.16 -1.33 -0.18
Cl -1.0253 -8.8685 -3.4393 -0.24 -0.17 0.53
Cl -2.5159 -9.8968 -5.7442 0.77 1.31 0.38
Cl 0.3421 -9.3160 -5.9013 -0.71 0.42 0.05
C -8.2848 5.2642 0.2179 0.05 0.98 -0.40
Cl -9.9295 5.7580 -0.3722 0.69 -0.81 0.24
Cl -8.3985 4.4539 1.7990 0.03 0.35 -0.65
Cl -7.4423 4.1920 -0.9626 -0.63 0.55 0.63
Cl -7.3902 6.8330 0.3343 -0.11 -1.08 0.18
C -0.3436 -1.6337 -6.7366 0.24 -1.45 -0.64
C -1.5770 -1.2880 -5.9780 -0.64 1.01 -0.07
O -1.2459 -0.3239 -5.0358 0.26 1.51 2.31
H 0.1744 -0.7220 -7.0342 0.14 -0.06 0.25
H -0.5529 -2.1742 -7.6597 -0.20 -0.05 -0.12
H 0.2805 -2.3143 -6.1574 0.38 0.40 0.08
H -2.0496 -1.9741 -5.2751 0.19 -1.09 -0.88
H -2.3402 -0.9177 -6.6625 -0.28 -0.02 -0.09
H -1.0710 0.5823 -5.3001 -0.04 -0.23 -0.76
```
Positions in Å, forces in eV/Å.

Its orbital gap is 7.069 eV. The charge is -1. The LUMO energy comes out at 0.31 eV. Its largest force on an atom is 6.3 eV Å⁻¹. The value obtained for the energy is -190768.98579 eV.